#P
{
  "formula": "C29H30N4O14P2S3W",
  "method": "the ωB97M-V functional and the def2-TZVPD basis",
  "symbols": ["N", "H", "C", "C", "H", "H", "H", "C", "S", "C", "C", "H", "C", "H", "O", "C", "C", "H", "O", "H", "C", "H", "H", "O", "C", "S", "H", "C", "O", "O", "O", "O", "H", "C", "H", "O", "H", "W", "H", "H", "C", "C", "N", "C", "C", "H", "H", "O", "C", "C", "H", "H", "P", "C", "C", "H", "N", "C", "O", "C", "C", "C", "C", "O", "H", "H", "N", "H", "H", "C", "P", "C", "O", "C", "O", "H", "C", "H", "O", "S", "H", "H", "H"],
  "xyz": [[-0.570, -1.021, 1.166], [3.090, 1.216, 0.088], [1.399, 4.473, 1.164], [1.175, -4.240, -4.863], [-1.190, -0.011, -3.706], [2.537, -3.042, -6.009], [2.076, -0.623, 6.573], [2.109, 2.578, -3.346], [-3.712, 1.974, 4.518], [4.064, -1.944, 0.770], [1.023, -2.071, -3.141], [-5.050, 0.668, -0.673], [0.275, -1.536, 5.849], [1.728, 4.465, -1.488], [-2.234, -0.091, -0.563], [1.180, 3.331, 0.213], [0.861, -0.906, -2.254], [-0.206, -5.202, -3.533], [-3.294, 0.617, 4.321], [1.231, -5.084, -5.539], [1.910, -3.089, -5.128], [3.387, -4.491, 1.574], [2.396, -1.099, -4.462], [-3.558, 2.471, 0.333], [-5.083, 0.985, -1.714], [-1.207, 2.811, 1.997], [-3.761, 4.309, -1.562], [-0.552, -0.709, 3.750], [-3.726, 1.866, -3.482], [0.831, 2.195, 0.721], [-2.902, -1.456, -2.710], [-1.321, 1.314, 1.413], [2.980, 1.930, -3.438], [1.284, -4.193, 1.796], [-5.742, 1.848, -1.803], [-1.271, 2.224, -0.954], [-2.825, 2.052, -3.770], [-0.407, 0.569, -0.100], [0.184, -2.211, 6.691], [-1.503, -2.256, 4.851], [0.383, -2.018, 1.268], [1.836, -2.005, -4.272], [1.446, 0.201, -2.518], [1.498, 2.399, -1.993], [-3.677, 1.320, -2.185], [5.145, -0.181, 0.231], [1.101, -5.209, 2.123], [-2.341, -2.247, 2.725], [2.557, -3.800, 1.491], [0.510, 0.185, 3.680], [-0.805, -3.623, 1.975], [-0.349, -3.247, -2.000], [-2.822, 2.467, -0.953], [1.454, 0.211, 4.697], [0.193, -3.311, 1.705], [-5.478, 0.170, -2.322], [1.824, -0.306, 0.560], [1.455, 3.489, -1.117], [-2.883, 3.914, -1.644], [0.289, -3.225, -2.874], [-0.666, -1.567, 4.830], [3.025, 0.165, 0.343], [4.180, -0.625, 0.430], [-2.689, 3.047, 2.736], [-3.305, 2.950, 1.956], [4.934, -2.586, 0.830], [1.095, 1.201, -1.616], [0.861, 4.311, 2.093], [0.631, 0.845, 2.842], [2.791, -2.476, 1.064], [-2.600, -0.165, -2.091], [0.368, -4.307, -3.737], [-5.048, 2.283, 4.093], [1.339, -0.650, 5.780], [0.019, -0.996, -1.248], [2.286, 0.901, 4.640], [1.695, -1.601, 0.942], [2.464, 4.544, 1.397], [-1.378, 0.536, -2.930], [-1.826, -0.902, 2.426], [1.080, 5.410, 0.711], [2.402, 3.613, -3.506], [1.400, 2.266, -4.113]],
  "lowdin_charge": [-0.316, 0.116, -0.014, -0.081, 0.104, 0.103, 0.101, -0.008, 0.879, 0.013, -0.142, 0.086, -0.070, 0.119, -0.427, -0.442, -0.418, 0.108, -0.449, 0.103, -0.079, 0.114, 0.109, -0.287, -0.056, 1.024, 0.095, -0.319, -0.034, -0.279, -0.229, -0.819, 0.088, -0.047, 0.091, -0.421, 0.088, 2.013, 0.104, 0.110, -0.275, -0.028, 0.106, -0.296, -0.579, 0.109, 0.111, -0.468, -0.027, -0.086, 0.105, 0.121, 0.475, -0.070, 0.021, 0.091, 0.051, -0.013, -0.100, -0.007, -0.073, -0.090, -0.027, -0.528, 0.015, 0.124, -0.077, 0.044, 0.061, -0.140, 0.459, -0.064, -0.408, -0.086, -0.228, 0.104, -0.159, 0.098, -0.182, 1.019, 0.096, 0.082, 0.092],
  "lumo_energy_ev": -2.0,
  "spin_multiplicity": 1,
  "homo_energy_ha": -0.2955
}

=====

#Q
{
  "formula": "C29H30N4O14P2S3W",
  "method": "the ωB97M-V functional and the def2-TZVPD basis",
  "symbols": ["H", "C", "O", "C", "N", "C", "C", "H", "C", "C", "H", "C", "C", "P", "H", "H", "O", "H", "C", "O", "P", "H", "O", "C", "H", "C", "C", "O", "C", "H", "H", "H", "H", "H", "H", "H", "C", "H", "H", "H", "H", "C", "H", "H", "N", "O", "C", "C", "C", "O", "W", "O", "C", "S", "O", "C", "C", "H", "C", "H", "S", "H", "O", "H", "H", "C", "N", "N", "H", "C", "O", "O", "H", "C", "C", "H", "O", "S", "H", "C", "C", "C", "O"],
  "xyz": [[2.858, 4.835, 0.619], [-2.610, -2.094, -2.089], [-0.956, -2.568, 0.206], [3.322, -0.373, -3.814], [0.331, 1.004, 1.198], [-1.069, 2.724, -3.060], [-3.119, -1.187, -1.185], [2.620, -2.903, -1.090], [-3.062, 3.602, 1.833], [-0.175, 3.683, -2.666], [0.757, -5.272, 3.324], [3.003, -0.162, -2.473], [2.108, 4.155, 0.237], [-0.801, -3.624, 1.353], [6.589, 0.500, -3.724], [3.722, 0.424, -0.542], [1.238, 1.769, 3.538], [-4.951, -0.349, -1.854], [-0.907, -2.666, -3.809], [-2.088, -1.187, 6.493], [1.948, -2.688, 0.920], [-1.555, 5.625, 4.091], [-1.573, 0.949, 5.394], [-4.594, -0.979, -1.036], [4.858, -0.294, -5.301], [1.641, -0.429, -1.978], [1.807, 3.000, 0.996], [-1.341, -3.360, 2.704], [0.993, -4.121, 1.524], [-0.010, 3.676, 4.194], [-1.928, 0.800, -2.570], [-2.391, 1.645, 1.278], [-5.120, -1.931, -1.092], [-3.503, 5.568, 2.570], [0.008, 4.557, -3.278], [2.386, -4.613, 3.067], [-1.297, -1.968, -2.542], [2.555, -0.722, -4.491], [-1.620, 2.811, -3.985], [2.308, 2.820, 1.933], [-0.648, -1.941, -4.580], [0.522, 3.526, -1.452], [1.062, -3.554, 3.611], [6.024, 0.857, -1.344], [-0.394, -1.203, -1.932], [1.745, -2.941, -0.677], [-2.829, 4.722, 2.620], [0.240, 2.374, -0.703], [-2.204, 2.515, 1.892], [-2.364, -0.383, -0.524], [-0.352, -0.603, 0.143], [-1.498, -0.577, 1.714], [-1.107, 2.563, 2.743], [0.046, 1.172, 2.914], [-1.522, -4.866, 0.644], [5.265, 0.520, -2.038], [0.851, 2.122, 0.547], [1.728, 5.321, -1.513], [1.485, 4.432, -0.946], [-1.687, -5.580, 1.271], [-3.029, -1.056, 1.951], [-4.820, -0.483, -0.095], [1.294, -5.297, 0.787], [-3.281, -2.757, -2.612], [-1.721, -3.297, -4.153], [-1.255, 1.588, -2.259], [0.729, -0.954, -2.709], [-0.619, 1.414, -1.123], [-3.917, 3.571, 1.169], [5.582, 0.316, -3.373], [0.977, -1.535, 1.356], [1.408, -0.197, -0.706], [-0.015, -3.267, -3.632], [4.609, -0.132, -4.260], [-0.871, 3.671, 3.539], [-2.427, -2.267, 3.540], [3.372, -2.547, 1.230], [-2.548, -0.005, 5.831], [1.180, -5.105, -0.152], [3.976, 0.284, -1.584], [1.320, -4.403, 2.982], [-1.736, 4.755, 3.473], [-2.956, -1.426, 3.519]],
  "lowdin_charge": [0.111, -0.008, -0.429, -0.027, -0.336, -0.024, -0.438, 0.098, -0.072, 0.015, 0.090, -0.144, -0.044, 0.469, 0.103, 0.122, -0.462, 0.097, -0.008, -0.409, 0.436, 0.104, -0.438, -0.005, 0.103, -0.415, 0.020, -0.287, -0.581, 0.110, 0.115, 0.071, 0.096, 0.101, 0.124, 0.090, -0.290, 0.110, 0.109, 0.107, 0.088, -0.138, 0.088, 0.107, -0.098, -0.152, -0.085, -0.158, -0.080, -0.259, 2.012, -0.797, -0.344, 0.990, -0.101, -0.065, -0.275, 0.114, -0.025, 0.093, 0.963, 0.061, -0.046, 0.120, 0.081, -0.082, 0.118, 0.039, 0.104, -0.081, -0.429, -0.221, 0.092, -0.079, -0.073, 0.018, -0.238, 0.889, 0.085, -0.005, -0.062, -0.071, -0.483],
  "lumo_energy_ev": -1.8,
  "spin_multiplicity": 1,
  "homo_energy_ha": -0.2904
}

=====

Quick look at relative energies in eV: #P 1.097; #Q 0.000.

=====

#P
{
  "formula": "C17H32O4PdSi",
  "method": "the ωB97M-V functional and the def2-TZVPD basis",
  "symbols": ["C", "Si", "H", "H", "H", "C", "C", "H", "C", "H", "H", "H", "H", "C", "H", "H", "C", "C", "C", "H", "H", "C", "C", "H", "C", "H", "O", "C", "H", "O", "C", "C", "Pd", "H", "H", "H", "H", "H", "C", "H", "H", "H", "H", "H", "C", "H", "H", "C", "O", "H", "O", "H", "H", "H", "H"],
  "xyz": [[1.121, -2.109, 2.275], [-0.046, -0.242, 0.494], [0.172, 1.624, -4.823], [0.137, 2.969, 0.494], [1.844, -0.518, -4.882], [-3.264, 2.002, 1.301], [3.084, 1.755, -0.841], [-3.384, -0.659, 0.382], [-2.410, 0.800, 1.645], [-3.553, 1.965, 0.246], [1.030, 0.709, -2.341], [1.218, -3.783, 3.617], [3.652, 1.736, 0.091], [-3.137, -0.540, 1.445], [-1.419, 1.825, 3.330], [-2.253, -1.957, -4.666], [1.896, -2.771, 1.132], [-1.396, -1.298, -4.639], [-0.116, 0.592, -4.680], [1.208, -3.338, 0.491], [2.644, -3.450, 1.538], [0.464, -3.136, 3.171], [-1.449, 0.118, -4.610], [1.757, 2.962, 1.220], [1.208, 2.978, 0.277], [-2.715, 2.930, 1.474], [1.336, 0.549, 0.221], [2.077, -1.226, 3.093], [2.402, -2.013, 0.524], [-0.479, -0.914, -0.907], [-1.970, 0.895, 3.171], [0.774, -0.550, -4.738], [-0.181, -0.412, -2.746], [-2.507, -1.380, 1.755], [2.844, -1.854, 3.547], [1.018, 2.486, -2.513], [1.521, -0.713, 3.885], [0.353, -2.718, -4.815], [-0.010, -1.707, -4.721], [-2.876, 0.885, 3.778], [-0.302, 1.720, -1.606], [1.457, 3.897, -0.260], [-0.089, -2.641, 3.973], [3.356, 2.657, -1.394], [1.600, 1.744, -0.534], [-2.340, 0.725, -4.614], [2.553, -0.483, 2.449], [0.770, 1.679, -1.821], [-1.232, 0.854, 0.874], [3.367, 0.875, -1.430], [0.065, -1.259, 1.727], [-4.053, -0.550, 2.034], [-4.164, 2.009, 1.915], [-0.241, -3.753, 2.605], [-1.338, 0.037, 3.407]],
  "lowdin_charge": [-0.600, 0.045, 0.149, 0.086, 0.152, -0.017, -0.002, 0.093, -0.609, 0.091, 0.037, 0.101, 0.109, -0.007, 0.096, 0.149, -0.022, 0.024, -0.096, 0.094, 0.102, -0.017, -0.028, 0.115, 0.015, 0.094, -0.072, -0.008, 0.079, -0.228, 0.025, -0.081, 1.120, 0.085, 0.102, 0.125, 0.097, 0.149, -0.003, 0.100, 0.096, 0.108, 0.095, 0.104, -0.601, 0.150, 0.080, -0.031, -0.054, 0.096, -0.067, 0.104, 0.102, 0.097, 0.075],
  "total_charge": 2,
  "lumo_energy_ev": [-11.6, -11.5],
  "spin_multiplicity": 1,
  "homo_energy_ha": [-0.5593, -0.5657]
}

=====

#Q
{
  "formula": "C17H32O4PdSi",
  "method": "the ωB97M-V functional and the def2-TZVPD basis",
  "symbols": ["C", "H", "H", "C", "H", "H", "H", "H", "C", "H", "O", "H", "O", "H", "H", "H", "Si", "H", "C", "C", "C", "H", "H", "H", "C", "H", "C", "H", "H", "C", "H", "H", "H", "C", "H", "H", "C", "H", "H", "H", "H", "C", "C", "H", "Pd", "C", "O", "H", "H", "C", "C", "O", "H", "C", "H"],
  "xyz": [[1.724, 1.462, 0.974], [-1.081, -1.322, -4.080], [-3.247, 2.402, 1.637], [3.138, 1.006, 1.261], [1.431, 2.646, 2.730], [0.977, 0.959, 2.939], [3.064, -3.641, 1.775], [3.156, 0.161, 1.958], [-0.661, -2.078, -3.417], [-3.309, 0.172, -1.376], [-0.631, -0.465, -1.673], [-3.517, 3.124, -2.094], [-0.859, -0.988, 0.971], [-4.646, 1.125, -0.743], [-1.887, 3.613, -1.640], [0.975, 0.091, -3.725], [-0.612, 0.178, -0.209], [-1.481, -2.618, -2.944], [1.960, -2.315, 3.137], [-3.620, 0.811, -0.547], [0.714, -2.449, -1.380], [3.689, 1.817, 1.737], [0.571, -4.403, 0.928], [1.490, -1.947, -0.736], [-2.551, 2.755, -1.745], [2.756, -1.808, 3.662], [0.517, -2.062, 3.270], [-0.077, -2.774, -4.018], [0.694, 2.895, -0.287], [1.710, 2.585, -0.050], [2.224, 2.281, -0.961], [1.955, -0.111, -2.265], [-1.269, -3.077, 2.388], [2.125, -3.260, 2.145], [2.020, -1.320, -3.556], [-0.139, -2.868, -0.848], [0.755, -3.684, 1.714], [-2.445, 3.765, 0.823], [2.240, 3.442, 0.366], [-3.627, 0.242, 0.386], [0.075, -1.315, 3.915], [-2.727, 2.030, -0.427], [0.216, -1.400, -2.376], [-2.152, 2.092, -2.513], [0.967, -1.599, 1.253], [-3.154, 2.948, 0.698], [-1.363, 1.547, -0.029], [-4.126, 3.382, 0.461], [3.661, 0.727, 0.347], [1.363, -0.638, -3.015], [0.957, 1.799, 2.235], [1.058, 0.283, 0.302], [1.273, -3.257, -1.853], [-0.196, -3.004, 2.470], [-0.078, 2.063, 2.025]],
  "lowdin_charge": [-0.579, 0.105, 0.095, -0.018, 0.115, 0.076, 0.147, 0.061, 0.001, 0.089, -0.068, 0.107, -0.251, 0.110, 0.097, 0.108, 0.117, 0.100, -0.044, -0.021, -0.031, 0.113, 0.149, 0.071, -0.007, 0.145, -0.029, 0.105, 0.085, 0.006, 0.101, 0.079, 0.160, -0.047, 0.107, 0.087, -0.045, 0.096, 0.114, 0.095, 0.153, -0.576, -0.604, 0.092, 1.200, -0.013, -0.092, 0.105, 0.102, 0.003, -0.004, -0.237, 0.121, -0.039, 0.088],
  "total_charge": 2,
  "lumo_energy_ev": -10.1,
  "spin_multiplicity": 1,
  "homo_energy_ha": -0.6056
}

=====

Quick look at relative energies in eV: #P 1.747; #Q 0.000.

=====

#P
{
  "formula": "C19H18N2O3",
  "method": "the ωB97M-V functional and the def2-TZVPD basis",
  "symbols": ["C", "N", "C", "C", "C", "C", "H", "C", "O", "H", "C", "H", "C", "H", "C", "H", "C", "O", "C", "O", "C", "H", "H", "H", "H", "C", "C", "C", "H", "H", "H", "H", "C", "H", "H", "C", "N", "C", "C", "H", "H", "H"],
  "xyz": [[-2.469, 1.471, 0.512], [1.004, -0.717, -0.139], [-1.115, -1.506, 0.696], [-1.298, -3.024, 0.776], [-2.851, -0.674, -0.679], [-5.554, -0.044, -0.929], [-1.704, -1.032, 1.494], [-3.322, 0.548, -0.129], [-1.509, -1.003, -0.576], [6.812, 0.587, -2.806], [6.867, 1.324, -2.006], [2.957, -0.694, 1.630], [-5.181, 2.059, 0.305], [-3.316, -2.429, -1.773], [3.157, -0.364, 0.614], [-1.412, 1.256, 0.571], [6.192, 0.811, -0.786], [4.889, 0.493, -0.860], [-4.334, 2.925, 0.936], [0.848, -1.335, 2.062], [-2.966, 2.633, 1.033], [0.446, -0.623, -0.981], [-5.713, -1.873, -2.005], [-0.917, -3.381, 1.728], [6.378, 2.231, -2.356], [5.575, 0.096, 1.226], [0.360, -1.171, 0.963], [6.664, 0.585, 0.480], [-4.710, 3.846, 1.359], [7.663, 0.749, 0.828], [-6.234, 2.285, 0.216], [-2.353, -3.278, 0.692], [-3.703, -1.516, -1.346], [5.571, -0.189, 2.258], [-0.751, -3.504, -0.033], [4.502, 0.055, 0.362], [2.288, -0.333, -0.323], [-4.703, 0.853, -0.250], [-5.061, -1.194, -1.477], [-6.603, 0.201, -1.015], [-2.305, 3.335, 1.519], [7.909, 1.539, -1.789]],
  "lowdin_charge": [-0.011, 0.060, -0.285, -0.006, -0.214, -0.037, 0.160, -0.089, -0.065, 0.086, -0.007, 0.120, -0.033, 0.120, -0.068, 0.114, -0.321, 0.096, -0.079, 0.073, -0.071, 0.146, 0.105, 0.087, 0.086, -0.010, -0.426, -0.026, 0.103, 0.107, 0.112, 0.080, -0.001, 0.111, 0.093, -0.262, 0.084, -0.162, -0.070, 0.111, 0.105, 0.083],
  "smiles": "Cc1ccc(/C=N/NC(=O)[C@H](C)Oc2cccc3ccccc23)o1",
  "lumo_energy_ev": 0.4,
  "spin_multiplicity": 1,
  "homo_energy_ha": -0.2884
}

=====

#Q
{
  "formula": "C19H18N2O3",
  "method": "the ωB97M-V functional and the def2-TZVPD basis",
  "symbols": ["H", "H", "N", "H", "C", "H", "C", "C", "C", "N", "H", "C", "H", "H", "C", "H", "C", "C", "C", "H", "H", "H", "C", "H", "H", "H", "C", "O", "O", "C", "C", "C", "H", "C", "O", "H", "C", "H", "C", "H", "C", "C"],
  "xyz": [[-2.161, 2.265, 2.048], [4.005, -2.077, -2.020], [2.396, 0.207, -1.417], [2.300, 2.982, -1.991], [3.219, -2.174, -1.267], [3.953, -4.132, -0.771], [2.364, -3.544, 0.582], [-4.260, -0.769, 0.117], [0.537, 0.783, 0.204], [0.652, -0.305, 0.798], [4.313, 0.997, -1.701], [0.313, -2.924, 1.864], [-4.646, -0.871, -0.882], [2.508, -4.505, 1.232], [-2.343, 0.387, 1.059], [3.937, -0.213, -2.709], [3.146, -3.466, -0.604], [-4.137, 1.813, -0.095], [0.672, 3.495, -0.861], [-3.598, 2.620, 0.472], [-5.106, 1.998, 0.425], [-1.155, 3.941, 0.362], [-0.474, 1.832, 0.629], [-3.490, -1.624, 0.069], [3.298, 1.342, -2.995], [-2.091, -0.636, 1.360], [-3.441, 0.526, 0.307], [0.014, -2.248, 2.899], [-0.329, -3.897, 1.453], [-0.332, 3.135, 0.160], [1.485, -1.310, 0.274], [2.337, -1.155, -0.932], [-0.991, 1.054, 2.492], [1.444, 1.206, -0.940], [0.806, 4.584, -1.342], [-4.185, 2.058, -1.156], [1.466, 2.483, -1.376], [-4.904, -0.876, 0.964], [1.384, -2.626, 0.897], [-0.889, -2.443, 2.979], [3.502, 0.590, -2.233], [-1.521, 1.497, 1.646]],
  "lowdin_charge": [0.111, 0.100, -0.032, 0.152, -0.018, 0.086, -0.042, -0.066, -0.141, 0.193, 0.093, -0.522, 0.062, 0.154, -0.102, 0.047, -0.030, -0.051, -0.503, 0.066, 0.090, 0.156, -0.115, 0.095, 0.097, 0.097, -0.316, 0.200, 0.100, 0.079, -0.061, -0.090, 0.118, -0.050, 0.080, 0.080, -0.001, 0.069, -0.089, 0.108, -0.054, -0.150],
  "smiles": "CC(C)=CCc1cc(=O)cc2n(C)c3cccc(C(=O)O)c3nc1-2",
  "lumo_energy_ev": -1.1,
  "spin_multiplicity": 1,
  "homo_energy_ha": -0.2951
}

=====

Quick look at relative energies in eV: #P 0.000; #Q 2.651.